(1)
ORCA calculation (ωB97M-V/def2-TZVPD) on a structure of composition C32H80F6NO36S12V.

E_LUMO (spin up / spin down) ... 1.270 / 1.266 eV
Calculated total energy ... -281688.294 eV
Total charge ... -1
Highest occupied orbital energy (spin up / spin down) ... -4.14 / -5.71 eV
Expectation value of S² ... 0.76
Orbital gap (spin up / spin down) ... 5.41 / 6.98 eV
Max |F| ... 5.3 eV/A
2S+1 ... 2

Last column: Löwdin spin population.
Positions of all 168 atoms, in Å:
1 O -4.43523 -0.84699 -0.05619  -0.01
2 V -3.65952 -0.53321 1.30301  0.93
3 O -4.22218 0.92246 1.74313  -0.02
4 C -1.58399 0.27110 -2.16613  0.00
5 F -0.90168 1.40050 -2.37315  0.00
6 F -2.86796 0.57027 -2.02037  0.00
7 F -1.41371 -0.47408 -3.26273  0.00
8 S -0.93494 -0.75579 -0.69506  0.00
9 O -1.45107 -2.09611 -0.83656  0.00
10 O 0.52364 -0.62278 -0.69810  0.00
11 N -1.72771 0.14369 0.64574  0.01
12 S -0.61560 1.15323 1.14069  0.00
13 O 0.14869 1.89152 0.08589  0.00
14 O -1.17708 2.03116 2.18232  0.00
15 C 0.66130 0.07122 2.17786  0.00
16 F 0.50657 0.30956 3.47649  0.00
17 F 0.39338 -1.18342 1.94021  0.00
18 F 1.94446 0.38983 1.81168  0.00
19 O -2.97452 -2.65057 1.41873  0.03
20 S -2.36177 -4.00699 1.60230  0.01
21 O -0.88993 -4.16349 1.77479  0.00
22 O -3.20204 -4.69083 2.87483  0.00
23 C -2.58941 -5.73432 3.53379  0.00
24 C -3.43312 -6.85571 4.15479  0.00
25 C -2.96952 -5.14444 0.22756  0.00
26 H -2.10642 -5.38676 4.44704  0.00
27 H -1.78852 -6.13920 2.91513  0.00
28 H -2.85602 -7.53570 4.78143  0.00
29 H -3.90901 -7.33382 3.29861  0.00
30 H -4.26900 -6.48664 4.74910  0.00
31 H -2.93074 -4.58174 -0.70516  0.00
32 H -4.01557 -5.25811 0.51212  0.00
33 H -2.41324 -6.08061 0.27480  0.00
34 O -2.27827 3.21289 -7.07130  0.00
35 S -1.71003 2.79672 -5.73607  0.00
36 O -1.45454 1.39139 -5.44998  0.00
37 O -0.25547 3.61999 -5.53405  0.00
38 C 0.66853 3.17881 -4.59527  0.00
39 C 1.97387 3.94274 -4.85039  0.00
40 C -2.50779 3.56101 -4.30598  0.00
41 H 0.88459 2.11736 -4.71660  0.00
42 H 0.41000 3.49963 -3.58615  0.00
43 H 1.90384 4.99893 -5.11046  0.00
44 H 2.59133 3.62360 -5.69003  0.00
45 H 2.69754 3.88731 -4.03717  0.00
46 H -1.78653 3.92748 -3.57551  0.00
47 H -3.15816 2.77365 -3.92494  0.00
48 H -3.07265 4.29642 -4.87885  0.00
49 O -0.44856 -0.34532 -7.85277  0.00
50 S 0.97989 -0.22210 -7.60992  0.00
51 O 1.95979 -0.86486 -8.41331  0.00
52 O 1.26949 1.44521 -7.61354  0.00
53 C 2.52530 1.90878 -8.11805  0.00
54 C 2.35452 1.85204 -9.64112  0.00
55 C 1.45836 -0.62549 -5.79124  0.00
56 H 3.31317 1.29772 -7.67761  0.00
57 H 2.73474 2.94434 -7.85000  0.00
58 H 2.13113 0.87893 -10.07844  0.00
59 H 3.27425 2.13849 -10.15117  0.00
60 H 1.61641 2.54294 -10.04850  0.00
61 H 1.62334 -1.70288 -5.77986  0.00
62 H 0.69759 -0.25542 -5.10395  0.00
63 H 2.44721 -0.21202 -5.59298  0.00
64 O -2.61705 6.50458 -2.31747  0.00
65 S -2.25759 5.80788 -1.09384  0.00
66 O -2.53115 6.41928 0.22038  0.00
67 O -2.73566 4.15381 -1.20001  0.00
68 C -3.28560 3.56332 -0.01282  0.00
69 C -4.75947 4.04669 0.06740  0.00
70 C -0.50167 5.59834 -1.24060  0.00
71 H -2.70320 3.74481 0.89049  0.00
72 H -3.30542 2.47510 -0.07171  0.00
73 H -5.19660 3.96184 -0.92750  0.00
74 H -4.86214 5.09465 0.34907  0.00
75 H -5.41445 3.41954 0.67220  0.00
76 H -0.19608 5.26523 -2.23244  0.00
77 H -0.17018 4.89197 -0.47951  0.00
78 H -0.03785 6.51724 -0.88199  0.00
79 O -1.22167 1.92885 10.16470  0.00
80 S -0.72133 3.07811 9.34614  0.00
81 O 0.51395 3.71146 9.64316  0.00
82 O -0.83936 2.82731 7.71644  0.00
83 C -0.14035 3.77865 6.89242  0.00
84 C -0.70361 3.72519 5.48165  0.00
85 C -1.83724 4.55786 9.49184  0.00
86 H 0.92222 3.53803 6.85832  0.00
87 H -0.22739 4.79695 7.27136  0.00
88 H -0.02343 4.31347 4.86570  0.00
89 H -1.68802 4.18014 5.37193  0.00
90 H -0.70466 2.71894 5.06266  0.00
91 H -1.52780 5.14190 8.62510  0.00
92 H -1.51060 5.06866 10.39764  0.00
93 H -2.84011 4.13954 9.40598  0.00
94 O 3.33096 -1.98434 -3.47102  0.00
95 S 4.03542 -2.88762 -2.53439  0.00
96 O 4.56802 -2.48185 -1.23083  0.00
97 O 3.08076 -4.27465 -2.34999  0.00
98 C 1.93294 -4.45459 -3.21947  0.00
99 C 0.84993 -3.38123 -2.75912  0.00
100 C 5.44558 -3.61167 -3.46465  0.00
101 H 1.63133 -5.50076 -3.16807  0.00
102 H 2.28358 -4.21015 -4.22217  0.00
103 H -0.04873 -3.61337 -3.33063  0.00
104 H 1.20300 -2.35070 -2.79732  0.00
105 H 0.47274 -3.50159 -1.74357  0.00
106 H 5.85501 -4.43933 -2.88548  0.00
107 H 6.28614 -2.92616 -3.57262  0.00
108 H 5.14352 -4.04042 -4.42018  0.00
109 O -2.97359 -0.65312 3.41272  0.03
110 S -2.49588 -1.34972 4.61235  0.01
111 O -1.35280 -2.25048 4.40635  0.00
112 O -2.12534 -0.20218 5.74770  0.00
113 C -1.52095 -0.63724 6.93715  0.00
114 C 0.03406 -0.80168 6.81026  0.00
115 C -3.94480 -2.15046 5.54134  0.00
116 H -2.00801 -1.51029 7.37150  0.00
117 H -1.69996 0.16424 7.65387  0.00
118 H 0.52683 -1.05333 7.74938  0.00
119 H 0.38157 0.16671 6.45027  0.00
120 H 0.29598 -1.58060 6.09419  0.00
121 H -4.64710 -1.34837 5.76832  0.00
122 H -3.62106 -2.71361 6.41664  0.00
123 H -4.39373 -2.80307 4.79256  0.00
124 O 5.75769 2.82164 0.77791  0.00
125 S 6.48956 1.86907 1.61627  0.00
126 O 7.57396 1.04207 1.05821  0.00
127 O 7.01306 2.76131 2.94168  0.00
128 C 7.90384 2.08223 3.78480  0.00
129 C 9.09666 3.04048 4.02384  0.00
130 C 5.28940 0.86309 2.48323  0.00
131 H 8.25592 1.15473 3.33328  0.00
132 H 7.37831 1.79690 4.69613  0.00
133 H 8.95204 3.80880 4.78336  0.00
134 H 9.41414 3.52644 3.10126  0.00
135 H 9.97643 2.58115 4.47451  0.00
136 H 4.71948 0.37434 1.69302  0.00
137 H 4.65565 1.49778 3.10259  0.00
138 H 5.75163 0.07049 3.07165  0.00
139 O -6.51956 1.13389 -7.47615  0.00
140 S -5.26624 0.99005 -6.75766  0.00
141 O -4.81327 2.07091 -5.88039  0.00
142 O -5.25905 -0.39411 -5.91037  0.00
143 C -4.07693 -0.69436 -5.15020  0.00
144 C -3.84002 -2.19687 -5.31363  0.00
145 C -3.83742 0.64735 -7.94380  0.00
146 H -4.39435 -0.42393 -4.14311  0.00
147 H -3.08640 -0.29481 -5.36773  0.00
148 H -4.61421 -2.77294 -4.80680  0.00
149 H -2.91505 -2.45500 -4.79799  0.00
150 H -3.75336 -2.47975 -6.36271  0.00
151 H -3.76073 1.53202 -8.57592  0.00
152 H -4.31991 -0.14618 -8.51445  0.00
153 H -2.86198 0.50818 -7.47769  0.00
154 O 3.11639 -6.18605 5.06898  0.00
155 S 2.46767 -4.97045 4.65781  0.00
156 O 2.41695 -3.77626 5.51691  0.00
157 O 3.04866 -4.49386 3.18283  0.00
158 C 2.65790 -3.23604 2.65323  0.00
159 C 2.79894 -3.31377 1.16433  0.00
160 C 0.78834 -5.42269 4.08734  0.00
161 H 3.33068 -2.44533 2.98524  0.00
162 H 1.66181 -2.88510 2.92298  0.00
163 H 3.61267 -3.98548 0.89095  0.00
164 H 3.17053 -2.34415 0.83292  0.00
165 H 1.84106 -3.42572 0.65635  0.00
166 H 0.59808 -6.32981 4.66096  0.00
167 H 0.74319 -5.65296 3.02291  0.00
168 H 0.11448 -4.63655 4.42794  0.00

***

(2)
ORCA calculation (ωB97M-V/def2-TZVPD) on a cluster of 2 separate species, C4H9NO in total.

E_LUMO ... 1.022 eV
Calculated total energy ... -7829.614 eV
Highest occupied orbital energy ... -8.72 eV
Structure (SMILES) ... C=CO.C=NC
Orbital gap ... 9.74 eV
Energy above the lowest of the compared OMol25 structures with the same formula, charge and spin ... 2.7059 eV
Max |F| ... 1.0 eV/A

Last column: Löwdin charge in e.
Positions of all 15 atoms, in Å:
1 C -0.00080 0.39607 -1.97287  -0.02
2 C -1.32513 0.27542 -1.92066  -0.29
3 O -2.09739 0.60358 -0.86464  -0.01
4 H 0.47833 -0.05568 -2.82436  0.04
5 H 0.51981 0.95665 -1.21211  0.05
6 H -1.89790 -0.00203 -2.79700  0.11
7 H -1.51819 0.62427 -0.08213  0.05
8 C 0.17801 0.78393 1.78913  -0.08
9 N -0.02050 -0.33813 1.26309  -0.09
10 C 1.10788 -1.27092 1.17645  -0.12
11 H -0.63683 1.48592 1.94782  0.07
12 H 1.16834 1.10224 2.12560  0.08
13 H 1.86933 -1.12424 1.94193  0.07
14 H 0.66882 -2.25725 1.26312  0.07
15 H 1.50623 -1.17984 0.16664  0.07

***

(3)
ORCA calculation (ωB97M-V/def2-TZVPD) on a cluster of 2 separate species, H3PS2 in total.

E_LUMO (spin up / spin down) ... 0.903 / -2.418 eV
Calculated total energy ... -31005.400 eV
Highest occupied orbital energy (spin up / spin down) ... -7.60 / -9.81 eV
Expectation value of S² ... 2.01
Orbital gap (spin up / spin down) ... 8.50 / 7.39 eV
Energy above the lowest of the compared OMol25 structures with the same formula, charge and spin ... 0.3107 eV
Max |F| ... 3.0 eV/A
2S+1 ... 3

Last column: Löwdin spin population.
Positions of all 6 atoms, in Å:
1 P -0.27227 -3.81960 -2.14901  0.83
2 S -0.66460 0.45768 -0.24060  0.00
3 S -2.10436 -3.37781 -1.83750  1.03
4 H -0.29937 -3.01638 -3.28880  0.13
5 H -0.70825 1.61512 0.30859  0.00
6 H 0.34666 0.90447 -0.83101  0.00

***

(4)
ORCA calculation (ωB97M-V/def2-TZVPD) on the molecule C17H24N2O5.

E_LUMO ... 0.763 eV
Calculated total energy ... -31235.863 eV
Highest occupied orbital energy ... -7.91 eV
Structure (SMILES) ... CCOC(=O)C[C@@H]1C(=O)NCCN1Cc1ccc(OC)c(OC)c1
Orbital gap ... 8.67 eV
Energy above the lowest of the compared OMol25 structures with the same formula, charge and spin ... 2.3633 eV
Max |F| ... 0.6 eV/A

Last column: Löwdin charge in e.
Positions of all 48 atoms, in Å:
1 C 5.88451 -1.78948 0.74703  -0.06
2 C 4.75617 -0.78986 0.53668  -0.21
3 O 3.49601 -1.32893 0.93951  0.00
4 C 2.85295 -2.09046 0.05872  -0.51
5 O 3.28149 -2.39718 -1.02294  0.11
6 C 1.50257 -2.51968 0.60197  0.00
7 C 0.52698 -1.31853 0.45053  -0.19
8 C -0.84959 -1.83290 0.04314  -0.46
9 O -1.78528 -1.93759 0.81290  0.05
10 N -0.91257 -2.18513 -1.25219  0.10
11 C 0.18128 -1.90651 -2.15518  -0.14
12 C 0.70087 -0.50074 -1.87381  -0.14
13 N 1.08562 -0.34196 -0.47985  -0.12
14 C 1.02081 1.04718 -0.03999  -0.12
15 C -0.34985 1.67337 -0.15212  -0.22
16 C -0.65731 2.52392 -1.20346  -0.06
17 C -1.93737 3.02346 -1.33800  0.00
18 C -2.95634 2.68407 -0.45343  -0.19
19 O -4.15724 3.26007 -0.74747  -0.07
20 C -5.31501 2.97598 0.00461  -0.08
21 C -2.65491 1.82202 0.61884  -0.18
22 O -3.65250 1.48575 1.49345  -0.11
23 C -3.40246 0.48069 2.45218  -0.07
24 C -1.35518 1.35018 0.75053  0.03
25 H 5.73109 -2.65940 0.11337  0.07
26 H 6.83342 -1.32852 0.48843  0.08
27 H 5.91601 -2.10913 1.78589  0.08
28 H 4.89607 0.09849 1.15596  0.12
29 H 4.69457 -0.50410 -0.51811  0.12
30 H 1.60093 -2.78512 1.65330  0.13
31 H 1.15929 -3.39228 0.04737  0.13
32 H 0.43679 -0.84341 1.42861  0.15
33 H -1.80022 -2.50034 -1.61297  0.15
34 H -0.17755 -1.96886 -3.18298  0.13
35 H 0.99253 -2.62982 -2.02607  0.11
36 H 1.58096 -0.30557 -2.49645  0.13
37 H -0.08747 0.21808 -2.14510  0.12
38 H 1.38158 1.08191 0.99064  0.13
39 H 1.72535 1.60521 -0.66464  0.13
40 H 0.10443 2.80601 -1.91558  0.11
41 H -2.18934 3.68900 -2.14856  0.12
42 H -6.10763 3.55564 -0.46925  0.09
43 H -5.20880 3.28669 1.04572  0.09
44 H -5.57036 1.91476 -0.03027  0.10
45 H -2.70066 0.82647 3.21845  0.10
46 H -4.36727 0.28402 2.91767  0.10
47 H -3.02524 -0.43574 1.98993  0.07
48 H -1.12215 0.70827 1.58298  0.10